DFT (ωB97M-V/def2-TZVPD) results for C11H13ClOY as an isolated structure at a distorted geometry.

Summary:
charge	-1
gap between HOMO and LUMO	5.3	eV
energy	-27233.735	eV
largest force on an atom	2.41	eV/Å

Geometry as XYZ:
```
27
Properties=species:S:1:pos:R:3:lowdin_charge:R:1
C 1.698 0.931 2.935 -0.24
C 1.554 1.788 1.799 -0.22
C 1.669 0.984 0.621 -0.20
H 1.389 2.863 1.819 0.10
C 1.968 -0.354 1.030 -0.19
C 1.989 -0.392 2.459 -0.21
H 2.294 -1.237 3.074 0.10
H 1.692 1.242 3.977 0.10
H 1.614 1.332 -0.412 0.10
H 2.212 -1.179 0.364 0.11
Y -0.402 0.191 1.786 1.20
Cl -1.967 2.058 2.226 -0.19
C -1.584 -0.036 -3.068 -0.23
C -0.300 -0.657 -3.145 -0.23
C 0.693 0.364 -3.100 -0.25
H -0.107 -1.726 -3.221 0.05
C 0.024 1.621 -2.987 -0.24
C -1.384 1.377 -2.972 -0.22
H -2.160 2.131 -2.895 0.05
H -2.545 -0.546 -3.075 0.05
H 1.769 0.213 -3.162 0.05
H 0.506 2.594 -2.931 0.05
C -2.166 -2.762 1.773 -0.23
O -1.245 -1.692 1.801 -0.50
H -1.637 -3.684 1.510 0.06
H -2.949 -2.568 1.031 0.07
H -2.627 -2.859 2.763 0.06
```

DFT (ωB97M-V/def2-TZVPD) results for C11H13ClPt as an isolated structure at a distorted geometry.

Summary:
charge	-2
gap between HOMO and LUMO (spin up / spin down)	3.8 / 4.0	eV
energy	-27382.365	eV
largest force on an atom	2.30	eV/Å
2S+1	3
⟨S²⟩	2.0134

Geometry as XYZ:
```
26
Properties=species:S:1:pos:R:3:lowdin_charge:R:1
C 1.328 1.811 -0.291 -0.43
C 0.100 2.010 -1.064 -0.21
C -0.018 0.989 -2.008 -0.20
H -0.567 2.862 -0.936 0.06
C 1.098 0.112 -1.889 -0.21
C 1.951 0.585 -0.862 -0.30
H 2.971 0.247 -0.690 0.07
H 1.930 2.578 0.178 0.05
H -0.794 0.878 -2.768 0.07
H 1.332 -0.731 -2.543 0.06
Pt 0.999 0.389 1.256 0.75
Cl -0.065 2.136 2.373 -0.24
C -1.115 -0.717 1.300 -0.33
C -1.124 -1.713 0.225 -0.19
C -2.179 -1.420 -0.652 -0.19
H -0.417 -2.529 0.160 0.06
C -2.798 -0.184 -0.222 -0.19
C -2.152 0.252 0.944 -0.22
H -2.304 1.172 1.517 0.02
H -0.794 -0.938 2.331 0.06
H -2.478 -2.019 -1.504 0.05
H -3.619 0.313 -0.712 0.05
C 2.024 -1.308 1.432 -0.42
H 1.690 -1.830 2.336 -0.05
H 3.068 -0.990 1.532 -0.06
H 1.933 -1.957 0.558 -0.04
```

DFT (ωB97M-V/def2-TZVPD) results for C11H13F in the gas phase at a distorted geometry.

Summary:
gap between HOMO and LUMO	10.4	eV
energy	-14333.186	eV
largest force on an atom	4.02	eV/Å
structure (SMILES)	C[C@H]1[C@H](C)C1(F)c1ccccc1

Geometry as XYZ:
```
25
Properties=species:S:1:pos:R:3:lowdin_charge:R:1
C -3.267 0.189 1.175 -0.09
C -2.412 -0.801 1.567 -0.10
C -2.941 0.810 -0.010 -0.10
C -1.224 -1.029 0.944 -0.04
C -1.774 0.602 -0.705 -0.04
C -0.903 -0.349 -0.202 -0.14
C 1.854 -0.667 -0.002 -0.21
C 1.555 0.668 -0.609 -0.20
C 0.535 -0.480 -0.799 -0.28
C 2.940 -1.451 -0.697 -0.06
C 1.158 1.916 0.185 -0.04
F 0.537 -1.100 -2.034 0.02
H -4.277 0.492 1.523 0.12
H -2.692 -1.172 2.486 0.08
H -3.756 1.410 -0.567 0.13
H -0.567 -1.823 1.339 0.13
H -1.395 1.103 -1.569 0.12
H 1.718 -0.879 0.991 0.10
H 2.084 0.931 -1.450 0.11
H 3.503 -2.219 -0.192 0.06
H 3.779 -0.757 -1.078 0.10
H 2.410 -1.952 -1.583 0.10
H 0.311 2.525 -0.301 0.11
H 2.009 2.471 0.484 0.06
H 0.814 1.561 1.103 0.05
```

DFT (ωB97M-V/def2-TZVPD) results for a 3-piece molecular cluster, C11H13F3N4O8S overall at a distorted geometry.

Summary:
gap between HOMO and LUMO	9.1	eV
energy	-52938.012	eV
largest force on an atom	7.38	eV/Å
structure (SMILES)	O=[SH](=O)Cc1nnc(CCF)nn1.O=C1OC[C@@H](F)O1.O=C1OC[C@@H](F)O1

Geometry as XYZ:
```
40
Properties=species:S:1:pos:R:3:lowdin_charge:R:1
O 2.894 3.792 -4.866 -0.43
S 2.088 2.473 -4.798 0.78
O 3.047 1.372 -4.259 -0.43
C 0.613 2.813 -3.652 -0.18
C 0.333 1.528 -2.609 -0.23
N 0.109 1.920 -1.251 0.06
N -0.065 0.917 -0.431 0.07
C 0.004 -0.366 -1.061 -0.20
C -0.161 -1.656 0.000 -0.09
C 1.414 -2.076 0.375 -0.12
F 2.067 -0.811 0.871 -0.15
N 0.186 -0.757 -2.427 0.07
N 0.360 0.246 -3.246 0.06
H 1.576 2.041 -6.045 0.09
H 0.786 3.820 -3.075 0.12
H -0.339 2.863 -4.364 0.12
H -0.674 -2.564 -0.577 0.13
H -0.790 -1.367 0.952 0.12
H 1.480 -2.941 1.162 0.09
H 1.907 -2.342 -0.671 0.13
C -3.040 3.558 -0.062 -0.09
C -3.763 4.836 0.194 -0.33
O -4.388 5.113 -1.039 0.14
C -4.610 3.894 -1.606 -0.50
O -5.370 3.702 -2.540 0.14
O -3.882 2.910 -0.994 0.07
F -2.895 5.836 0.465 0.08
H -2.053 3.712 -0.510 0.13
H -2.924 2.958 0.844 0.15
H -4.519 4.774 0.984 0.18
C 1.822 -5.944 4.634 -0.07
C 2.833 -4.894 4.945 -0.33
O 2.654 -3.948 3.916 0.15
C 1.340 -4.048 3.568 -0.48
O 0.741 -3.213 2.911 0.12
O 0.774 -5.196 4.051 0.08
F 4.087 -5.391 4.853 0.08
H 2.186 -6.682 3.912 0.15
H 1.478 -6.468 5.530 0.15
H 2.694 -4.411 5.918 0.18
```

DFT (ωB97M-V/def2-TZVPD) results for an isolated ion of composition C11H13N2O and charge +1 at a distorted geometry.

Summary:
charge	+1
gap between HOMO and LUMO	8.1	eV
energy	-16635.026	eV
largest force on an atom	6.16	eV/Å
structure (SMILES)	CC/[N+](C)=C1/[C@H]2Oc3ccccc3N12

Geometry as XYZ:
```
27
Properties=species:S:1:pos:R:3:lowdin_charge:R:1
C 3.290 0.762 0.051 -0.04
C 3.122 1.110 -1.293 -0.08
C 2.415 -0.142 0.682 0.03
C 2.226 0.491 -2.121 0.00
C 1.410 -0.599 -0.141 -0.20
C 1.331 -0.430 -1.534 -0.20
C -0.872 -1.300 0.020 -0.14
C -0.208 -1.988 -1.018 -0.06
C -1.600 1.580 1.409 -0.05
C -3.059 -0.588 -0.151 0.02
C -1.545 0.098 1.751 -0.13
N 0.472 -1.565 0.240 0.20
N -1.824 -0.731 0.586 -0.02
O 0.405 -1.241 -2.092 0.08
H 4.143 1.205 0.423 0.09
H 3.738 1.829 -1.873 0.13
H 2.439 -0.380 1.732 0.12
H 2.194 0.683 -3.275 0.17
H -0.216 -3.114 -1.307 0.21
H -2.431 2.071 1.181 0.04
H -1.217 2.079 2.195 0.05
H -0.749 1.849 0.708 0.12
H -4.006 -0.672 0.545 0.16
H -3.148 0.360 -0.565 0.07
H -3.301 -1.305 -0.971 0.13
H -0.618 -0.119 2.295 0.14
H -2.392 0.058 2.524 0.16
```

DFT (ωB97M-V/def2-TZVPD) results for a 2-piece molecular cluster, C11H13NOS overall at a distorted geometry.

Summary:
gap between HOMO and LUMO (spin up / spin down)	7.2 / 7.2	eV
energy	-25985.794	eV
largest force on an atom	4.86	eV/Å

Geometry as XYZ:
```
27
Properties=species:S:1:pos:R:3:lowdin_charge:R:1
C 2.320 -0.429 0.195 -0.01
C 0.678 1.342 -0.046 0.02
C 2.034 0.882 0.008 -0.29
C 1.302 -1.393 0.108 -0.22
C -0.288 0.445 -0.154 -0.20
C 0.041 -0.876 -0.242 -0.11
C -2.359 -0.583 -0.204 -0.09
C -1.326 -1.633 -0.384 -0.09
C 3.094 1.904 -0.146 -0.06
C 1.364 -2.874 0.300 -0.05
C -2.318 1.762 0.187 -0.04
N -1.704 0.538 -0.116 -0.11
O -5.220 0.914 0.060 -0.77
S -4.972 -0.527 -0.020 0.68
H 3.333 -0.682 0.341 0.11
H 0.559 2.444 -0.014 0.13
H -1.583 -2.420 0.252 0.09
H -1.183 -1.865 -1.478 0.16
H 4.082 1.634 0.356 0.11
H 3.237 1.986 -1.225 0.08
H 2.606 2.890 0.153 0.09
H 0.436 -3.325 -0.148 0.07
H 2.396 -3.319 -0.080 0.12
H 1.150 -3.004 1.440 0.12
H -3.479 1.501 0.294 0.08
H -1.864 2.198 1.089 0.11
H -2.336 2.488 -0.525 0.06
```

DFT (ωB97M-V/def2-TZVPD) results for an isolated ion of composition C11H13O2S and charge -1 at a distorted geometry.

Summary:
charge	-1
gap between HOMO and LUMO	6.3	eV
energy	-26547.492	eV
largest force on an atom	3.64	eV/Å
structure (SMILES)	CC(C)/C(S)=C1\C=CC=C[C@H]1C(=O)[O-]

Geometry as XYZ:
```
27
Properties=species:S:1:pos:R:3:lowdin_charge:R:1
C -2.765 -1.740 -0.576 -0.10
C -1.588 -1.970 0.344 -0.08
C -3.009 -0.516 -1.064 -0.10
C -0.671 -1.042 0.512 -0.06
C -2.107 0.621 -0.847 -0.18
C -0.791 0.279 -0.186 -0.22
C -2.806 1.347 0.591 -0.66
C 2.011 -0.454 -0.901 -0.11
C 2.296 0.721 1.416 -0.06
C 1.760 0.776 -0.066 -0.47
C 0.289 1.095 -0.300 -0.49
O -2.999 0.664 1.565 0.04
O -2.874 2.535 0.290 -0.06
S 0.071 2.708 -1.204 0.73
H -3.387 -2.615 -0.829 0.08
H -1.595 -2.991 0.818 0.11
H -3.774 -0.401 -1.792 0.09
H 0.181 -1.154 1.031 0.05
H -1.988 1.402 -1.605 0.08
H 3.128 -0.634 -1.169 0.09
H 1.717 -1.353 -0.428 0.04
H 1.461 -0.230 -1.883 0.11
H 1.867 1.466 2.019 0.05
H 3.380 0.727 1.277 0.07
H 2.025 -0.240 1.913 0.07
H 2.331 1.645 -0.504 0.10
H -0.954 3.158 -0.432 -0.13
```

DFT (ωB97M-V/def2-TZVPD) results for C11H14AlN5O2P as an isolated structure at a distorted geometry.

Summary:
charge	+3
gap between HOMO and LUMO	2.2	eV
energy	-39027.012	eV
largest force on an atom	4.02	eV/Å

Geometry as XYZ:
```
34
Properties=species:S:1:pos:R:3:lowdin_charge:R:1
N 5.552 0.490 -0.874 0.15
P 4.208 1.048 -0.176 0.74
O 4.312 1.042 1.472 -0.08
O 3.882 2.606 -0.621 -0.09
C 2.711 -0.047 -0.582 -0.30
N 1.732 0.565 -1.266 0.12
N 0.681 -0.174 -1.518 0.17
C 0.760 -1.452 -1.042 -0.23
C -0.501 -2.358 -1.300 -0.07
C -1.246 -2.669 0.077 -0.15
C -1.088 -1.572 1.203 -0.13
C -1.684 -0.184 0.812 -0.11
C -3.020 -0.137 0.179 0.00
C -3.641 1.098 -0.229 -0.27
C -2.932 2.406 -0.012 -0.10
C -1.607 2.376 0.597 0.00
C -0.966 1.114 1.006 0.05
N 1.784 -2.074 -0.377 0.20
N 2.818 -1.334 -0.131 0.15
H 5.939 1.224 -1.496 0.10
H 3.512 0.597 1.825 0.10
H 2.949 2.738 -0.335 0.09
H -1.193 -1.884 -2.046 0.13
H -0.146 -3.347 -1.709 0.15
H -2.333 -2.915 -0.044 0.12
H -0.772 -3.606 0.487 0.14
H -1.715 -1.929 2.079 0.16
H -0.045 -1.485 1.615 0.12
H -3.541 -1.114 0.024 0.14
H -4.645 1.125 -0.726 0.07
H -3.390 3.383 -0.316 0.13
H -1.114 3.370 0.745 0.14
H 0.053 1.139 1.455 0.12
Al -5.317 1.961 1.223 1.19
```

DFT (ωB97M-V/def2-TZVPD) results for C11H14AsCl2CsF6N3O3P as an isolated structure.

Summary:
charge	+1
gap between HOMO and LUMO (spin up / spin down)	8.0 / 7.6	eV
energy	-134273.305	eV
largest force on an atom	0.79	eV/Å
2S+1	2
⟨S²⟩	0.7872

Geometry as XYZ:
```
42
Properties=species:S:1:pos:R:3:lowdin_charge:R:1
Cs -0.371 0.658 -1.706 1.33
Cl 2.849 4.999 -0.759 0.80
C 1.568 4.801 0.341 -0.56
C 1.443 5.648 1.424 -0.11
C 0.402 5.490 2.319 -0.57
Cl 0.296 6.563 3.646 0.80
C -0.584 4.456 2.164 -0.16
C -1.654 4.267 3.052 0.00
C -2.545 3.253 2.811 -0.02
C -2.352 2.442 1.689 -0.11
N -1.351 2.591 0.840 0.10
C -0.479 3.585 1.068 -0.14
C 0.627 3.724 0.091 -0.37
O 0.733 2.965 -0.870 -0.20
H 2.164 6.439 1.575 0.12
H -1.766 4.916 3.909 0.10
H -3.384 3.077 3.469 0.12
H -3.049 1.639 1.477 0.11
N 2.120 -3.011 -2.161 0.13
C 2.521 -3.425 -0.775 -0.15
P 1.591 -2.386 0.465 0.39
O 0.813 -1.420 -0.404 -0.58
O 2.504 -2.019 1.555 -0.29
C 0.269 -3.475 1.177 -0.17
N -1.031 -3.251 0.468 0.13
H 2.909 -2.715 -2.730 0.17
H 1.455 -2.219 -2.054 0.08
H 1.604 -3.735 -2.661 0.14
H 3.579 -3.221 -0.632 0.11
H 2.356 -4.493 -0.658 0.10
H 0.155 -3.180 2.218 0.11
H 0.510 -4.535 1.141 0.11
H -0.989 -3.570 -0.515 0.09
H -1.189 -2.243 0.367 0.13
H -1.822 -3.690 0.935 0.17
F -1.911 -1.774 -1.812 -0.37
As -1.471 -2.705 -3.243 0.75
F -2.292 -1.602 -4.242 -0.20
F -0.011 -1.706 -3.315 -0.37
F -0.857 -3.634 -4.535 -0.20
F -0.535 -3.796 -2.128 -0.29
F -2.824 -3.710 -3.000 -0.20
```

DFT (ωB97M-V/def2-TZVPD) results for a 2-piece molecular cluster, C11H14BFNO4PS overall at a distorted geometry.

Summary:
gap between HOMO and LUMO	3.2	eV
energy	-44828.865	eV
largest force on an atom	2.02	eV/Å

Geometry as XYZ:
```
34
Properties=species:S:1:pos:R:3:lowdin_charge:R:1
O 4.185 3.071 1.389 0.21
B 3.627 3.514 0.211 -0.70
O 4.393 3.539 -0.939 0.20
O 2.291 4.016 0.092 0.22
C 1.336 3.125 0.369 -0.22
C 1.320 1.805 0.060 0.09
C 0.199 0.964 0.387 -0.11
C 0.213 -0.405 0.079 0.01
C -0.912 -1.127 0.390 0.00
C -2.055 -0.518 1.003 -0.37
P -3.525 -1.586 1.312 0.43
S -5.126 -0.450 1.260 0.08
C -2.075 0.793 1.335 -0.05
C -0.925 1.583 1.033 -0.11
C -0.844 2.932 1.338 0.10
N 0.222 3.634 1.011 0.04
F 0.208 4.948 1.314 0.14
H 3.863 2.174 1.560 0.12
H 4.074 2.884 -1.576 0.12
H 2.163 1.346 -0.462 0.15
H 1.095 -0.849 -0.385 0.13
H -0.972 -2.203 0.148 0.07
H -3.387 -2.308 2.517 -0.01
H -3.604 -2.472 0.213 0.00
H -2.957 1.251 1.796 0.09
H -1.695 3.384 1.854 0.18
C 0.537 -4.432 -2.339 -0.15
C -0.877 -3.916 -1.995 -0.58
O -1.090 -4.027 -0.663 -0.37
H 0.654 -5.483 -2.067 0.05
H 0.724 -4.348 -3.421 0.05
H 1.310 -3.851 -1.827 0.04
H -1.562 -4.482 -2.666 0.08
H -0.923 -2.885 -2.437 0.07
```

DFT (ωB97M-V/def2-TZVPD) results for C11H14BN5O3S as an isolated structure.

Summary:
gap between HOMO and LUMO	8.0	eV
energy	-36740.698	eV
largest force on an atom	0.99	eV/Å

Geometry as XYZ:
```
35
Properties=species:S:1:pos:R:3:lowdin_charge:R:1
C 1.643 -0.450 1.752 -0.08
C 2.828 -0.434 0.779 -0.24
C 3.130 0.935 0.158 -0.18
C 1.941 1.740 -0.340 -0.18
O 1.277 1.171 -1.474 -0.03
C 0.250 0.301 -1.217 -0.18
C -0.970 0.740 -0.592 -0.13
N -1.098 2.137 -0.282 0.21
C -1.091 2.458 0.889 -0.30
O -1.087 2.778 2.005 0.20
C -1.997 -0.116 -0.339 0.00
B -3.372 0.315 0.308 -0.58
N -3.809 -0.223 1.586 0.17
O -4.114 1.232 -0.398 0.16
C -1.824 -1.485 -0.690 -0.32
N -2.700 -2.474 -0.504 -0.22
S -2.022 -3.809 -1.075 1.01
N -0.605 -3.233 -1.610 -0.21
C -0.629 -1.936 -1.321 -0.32
C 0.415 -1.001 -1.598 -0.19
N 1.580 -1.469 -2.247 0.12
H 1.844 -1.189 2.528 0.07
H 0.714 -0.773 1.286 0.06
H 1.491 0.502 2.261 0.08
H 3.712 -0.712 1.356 0.10
H 2.722 -1.222 0.036 0.09
H 3.888 0.874 -0.626 0.11
H 3.585 1.540 0.948 0.12
H 2.307 2.708 -0.678 0.13
H 1.275 1.941 0.496 0.09
H -3.234 0.181 2.323 0.08
H -4.751 0.096 1.798 0.07
H -5.041 1.242 -0.144 0.10
H 2.323 -0.792 -2.132 0.07
H 1.420 -1.575 -3.242 0.10
```

DFT (ωB97M-V/def2-TZVPD) results for C11H14BN7OsSe as an isolated structure at a distorted geometry.

Summary:
charge	+2
gap between HOMO and LUMO (spin up / spin down)	7.1 / 5.3	eV
energy	-90533.224	eV
largest force on an atom	4.02	eV/Å
2S+1	5
⟨S²⟩	6.0903

Geometry as XYZ:
```
35
Properties=species:S:1:pos:R:3:lowdin_charge:R:1
H -2.578 -3.022 -0.501 0.11
N -1.157 -1.420 -0.760 -0.13
B 1.127 -0.349 -1.697 -0.48
N 0.056 -1.452 -1.579 0.02
C 0.000 -2.513 -2.421 -0.02
Os -2.381 0.073 -0.085 1.46
H 0.745 -2.610 -3.224 0.16
C -1.076 -3.317 -2.100 -0.01
H -1.349 -4.248 -2.623 0.14
C -1.711 -2.670 -1.032 -0.09
H 1.687 -0.425 -2.738 0.12
C -0.270 1.941 4.986 -0.04
H -1.189 2.391 5.356 0.03
H -0.357 1.779 3.911 0.00
H 0.550 2.630 5.183 0.03
N 2.308 -0.425 -0.602 0.04
N 0.364 0.984 -1.583 0.00
N 1.847 -0.473 0.641 0.13
N -0.704 1.229 -0.626 -0.16
C 3.644 -0.470 -0.484 0.08
C 0.395 1.986 -2.490 -0.02
H 4.237 -0.492 -1.337 0.14
H 1.016 1.897 -3.390 0.15
C 3.972 -0.482 0.861 0.09
C -0.449 3.006 -2.076 -0.01
C 2.774 -0.491 1.570 -0.03
C -1.023 2.552 -0.879 -0.11
H 4.895 -0.485 1.345 0.12
H -0.643 3.933 -2.618 0.13
H 2.462 -0.545 2.607 0.14
H -1.773 3.033 -0.279 0.11
H -0.098 1.037 5.478 -0.01
Se -6.675 -1.031 1.159 0.95
C -4.930 -0.857 1.109 -0.78
N -3.717 -0.694 0.915 -0.26
```